# 1
Density functional theory data (ωB97M-V/def2-TZVPD) for a molecular structure, C39H28OP2PmS5.

```
76
Properties=species:S:1:pos:R:3:forces:R:3:lowdin_charge:R:1
Pm -1.38630 0.48010 -0.15497 -0.9 -0.3 -0.6 0.992
S -5.45168 -2.16713 -5.68913 -0.1 0.0 -0.1 0.573
C -4.60886 -1.55760 -4.43738 0.2 0.0 0.1 -1.494
S -3.81674 -2.56008 -3.24982 -0.1 0.4 -0.1 0.887
C -3.10964 -1.27304 -2.28465 -0.3 0.4 -0.8 -1.118
C -3.38036 -0.00854 -2.69832 -0.2 -0.7 -0.1 -1.161
S -2.92126 1.54045 -2.02655 0.1 0.4 0.3 0.433
S -4.38495 0.14497 -4.13625 0.1 -0.5 0.2 0.892
S -2.15024 -1.86908 -0.95134 0.1 0.1 0.5 0.505
O 1.89938 -0.14630 0.92914 0.5 -0.1 0.2 -0.074
C 2.22370 0.03278 2.26082 -0.2 0.0 0.7 -0.250
C 3.47568 0.39056 2.74455 0.0 0.1 -0.3 -0.011
C 3.67068 0.54367 4.10778 -0.2 0.0 0.0 -0.041
C 2.63226 0.35044 5.00552 0.0 0.0 0.1 -0.057
C 1.36290 0.08636 4.52797 0.1 -0.1 -0.1 -0.057
C 1.15116 -0.06456 3.16318 0.0 0.0 -0.8 -0.264
P -0.49561 -0.00996 2.41256 0.1 -0.1 2.0 0.986
C -1.40601 -1.56793 2.62824 -0.1 0.3 -0.4 -0.396
C -2.77461 -1.49271 2.32896 0.1 0.2 0.3 -0.175
C -3.53147 -2.64795 2.27216 0.0 0.0 0.0 -0.076
C -2.91956 -3.87996 2.45883 -0.1 0.1 0.0 -0.054
C -1.56036 -3.95741 2.70984 0.1 -0.1 0.0 -0.056
C -0.79533 -2.80468 2.79749 0.0 0.1 0.0 -0.070
C -1.39437 1.19493 3.44718 0.0 -0.1 -0.4 -0.379
C -1.52245 2.47302 2.89808 0.2 -0.2 -0.2 -0.121
C -2.17332 3.47217 3.59656 -0.1 0.2 0.1 -0.063
C -2.70832 3.19471 4.84531 0.0 0.1 -0.1 -0.053
C -2.60673 1.92132 5.38304 0.0 -0.1 0.1 -0.051
C -1.95434 0.91582 4.69001 0.0 0.1 -0.1 -0.081
C 2.85382 -0.55244 0.00779 0.2 0.0 -0.7 -0.237
C 4.03399 -1.21441 0.31896 -0.1 -0.1 0.3 -0.013
C 4.93041 -1.53840 -0.68768 -0.1 0.1 0.0 -0.044
C 4.65945 -1.23463 -2.00986 0.0 0.0 -0.1 -0.056
C 3.44434 -0.66486 -2.33628 0.0 0.0 0.1 -0.071
C 2.54201 -0.31842 -1.33882 -0.5 0.0 0.6 -0.264
P 0.88623 0.32307 -1.72675 0.9 0.2 -1.3 1.006
C 0.32432 -0.68261 -3.13453 0.0 0.1 0.1 -0.393
C 0.54147 -2.06097 -3.12909 0.0 0.2 0.0 -0.117
C -0.06008 -2.85155 -4.09001 0.1 0.0 0.1 -0.067
C -0.87573 -2.27883 -5.05392 0.1 0.1 0.0 -0.073
C -1.08825 -0.90892 -5.06020 0.0 -0.1 -0.2 -0.077
C -0.51414 -0.10715 -4.08879 0.3 0.0 0.1 -0.105
C 1.14569 2.00053 -2.39828 -0.2 -0.2 0.4 -0.361
C 1.93735 2.27869 -3.50752 -0.1 0.1 0.1 -0.065
C 2.06888 3.58517 -3.94626 0.0 -0.1 0.0 -0.052
C 1.40790 4.61261 -3.29243 -0.1 0.0 0.1 -0.056
C 0.61384 4.34303 -2.18882 -0.1 0.1 0.1 -0.063
C 0.48651 3.04101 -1.74250 -0.1 -0.4 0.2 -0.136
H 4.29000 0.59044 2.06609 0.0 0.0 0.0 0.122
H 4.64063 0.84405 4.47072 0.1 0.0 0.0 0.117
H 2.80127 0.44618 6.06690 0.0 0.0 0.1 0.114
H 0.52640 0.01226 5.20589 0.0 0.0 0.1 0.106
H -3.25241 -0.51345 2.18520 0.1 -0.3 0.1 0.108
H -4.58784 -2.59403 2.05750 -0.1 0.0 0.0 0.119
H -3.50805 -4.78175 2.39587 0.0 -0.1 0.0 0.115
H -1.09071 -4.92333 2.82024 0.0 -0.1 0.1 0.114
H 0.26713 -2.86046 2.99222 0.1 0.0 0.0 0.111
H -1.07096 2.69215 1.91810 -0.1 0.0 0.4 0.081
H -2.27426 4.45877 3.17234 0.0 0.1 0.0 0.114
H -3.21290 3.97188 5.39675 -0.1 0.1 0.0 0.114
H -3.04364 1.70913 6.34650 0.0 0.0 0.1 0.115
H -1.89082 -0.08309 5.09962 0.0 -0.1 0.0 0.116
H 4.25401 -1.49811 1.33617 0.0 0.0 0.0 0.118
H 5.85121 -2.03611 -0.42735 0.1 -0.1 0.0 0.117
H 5.37645 -1.46608 -2.78171 0.0 -0.1 -0.1 0.114
H 3.17698 -0.50226 -3.36920 0.0 0.0 -0.1 0.108
H 1.15721 -2.51125 -2.35960 0.0 0.0 0.0 0.113
H 0.08888 -3.91955 -4.07079 0.0 -0.1 0.0 0.113
H -1.34899 -2.90469 -5.79532 -0.1 0.0 -0.1 0.117
H -1.72020 -0.46825 -5.81508 -0.1 0.1 -0.1 0.112
H -0.71031 0.95905 -4.06592 0.0 0.0 -0.1 0.102
H 2.43884 1.47972 -4.03061 0.0 -0.1 -0.1 0.104
H 2.68630 3.80576 -4.80251 0.1 0.0 -0.1 0.113
H 1.50161 5.62698 -3.64607 0.0 0.1 0.0 0.113
H 0.09473 5.14275 -1.68341 0.0 0.1 0.0 0.113
H -0.14182 2.81795 -0.85640 0.4 0.3 -0.5 0.052
```
Positions in Å, forces in eV/Å.

Results
charge	+1
2S+1	5
DFT total energy	-132248.2711	eV
Kohn-Sham gap (spin up / spin down)	6.009 / 6.211	eV

# 2
Density functional theory data (ωB97M-V/def2-TZVPD) for 2 unconnected molecules or ions with the total composition C2H6N2.

```
10
Properties=species:S:1:pos:R:3:forces:R:3:lowdin_charge:R:1
C 1.17235 2.51001 0.59010 0.4 -2.2 0.4 -0.142
N 0.58615 1.92762 -0.39068 2.9 0.5 -0.4 -0.013
H 2.15526 2.99406 0.48452 -1.1 1.8 -0.5 0.067
H 1.00879 2.20341 1.64214 0.1 -0.3 -0.2 0.054
H 0.62564 0.91420 -0.25850 -2.3 0.0 0.7 0.035
C -0.96770 -2.50733 -0.48474 0.7 1.6 0.2 -0.148
N -1.69146 -1.51152 -0.79946 -1.9 -1.4 2.1 -0.008
H -1.40009 -3.46250 -0.20572 -0.1 -0.7 -1.3 0.055
H 0.12464 -2.39727 -0.35799 -0.1 -0.2 0.7 0.056
H -1.61356 -0.67066 -0.21969 1.4 0.6 -1.7 0.044
```
Positions in Å, forces in eV/Å.

Results
DFT total energy	-5146.8150	eV
Kohn-Sham gap	9.154	eV

# 3
Density functional theory data (ωB97M-V/def2-TZVPD) for 11 unconnected molecules or ions with the total composition C25H76N16O11.

```
128
Properties=species:S:1:pos:R:3:forces:R:3:lowdin_charge:R:1
C 4.45879 1.71742 -0.31607 0.7 -1.7 -2.4 -0.101
O 4.27723 0.47981 0.36615 -0.2 0.6 0.3 -0.209
C 4.87939 -0.59204 -0.33581 -0.6 0.5 -1.1 -0.210
C 4.39747 -1.91057 0.26105 -0.9 -0.1 -1.2 -0.417
C 4.83567 -2.22185 1.67019 -0.1 0.8 1.0 -0.075
N 4.85987 -3.05221 -0.59709 1.2 1.0 0.8 0.043
H 5.51102 1.83504 -0.66444 -0.5 -0.3 0.0 0.099
H 4.30091 2.52993 0.29344 -0.8 1.6 1.8 0.046
H 3.76910 1.78960 -1.19823 0.6 -0.1 0.6 0.086
H 4.56315 -0.54990 -1.40846 -0.1 -0.2 0.6 0.108
H 5.94368 -0.37145 -0.40527 0.5 -0.6 0.5 0.120
H 3.24390 -1.89944 0.10414 2.1 0.2 0.8 0.126
H 4.26925 -3.12406 1.94698 0.3 0.3 0.4 0.067
H 4.70296 -1.39425 2.43943 -0.1 -1.0 -1.0 0.095
H 5.91720 -2.45059 1.64051 -0.4 0.0 0.1 0.080
H 5.50278 -3.67901 -0.07404 -0.8 0.6 -0.5 0.078
H 4.01707 -3.51671 -0.78606 -1.0 -1.3 -0.5 0.019
C 1.71675 -3.77682 4.04561 0.0 0.2 2.6 -0.091
O 0.81505 -2.70632 4.29791 0.0 0.3 -0.2 -0.208
C 1.03396 -1.48200 3.61228 -1.5 -0.7 0.7 -0.180
C -0.01594 -0.48460 4.08562 -1.0 1.5 -0.5 -0.406
C 0.18420 0.07749 5.52777 0.3 -1.5 -1.3 -0.034
N -1.39569 -0.95941 3.96797 -0.2 0.2 -0.1 0.037
H 2.78355 -3.44465 3.99864 -0.8 -0.2 -0.2 0.087
H 1.43099 -4.40411 3.21182 0.0 0.0 -0.4 0.073
H 1.55655 -4.32637 5.02967 0.7 -0.1 -1.5 0.107
H 1.95235 -1.05841 3.88250 1.9 0.4 0.2 0.105
H 0.98201 -1.66002 2.55122 -0.1 0.2 -0.7 0.110
H -0.02696 0.34538 3.35522 0.6 0.0 0.4 0.116
H 1.19933 0.41837 5.61069 0.6 0.0 0.3 0.067
H -0.00265 -0.76151 6.20651 0.1 0.3 0.2 0.082
H -0.44800 0.91031 5.76081 -0.6 0.3 0.0 0.057
H -1.60586 -1.15564 2.98150 0.2 -0.3 0.5 0.050
H -1.45787 -1.76882 4.56436 -0.4 -0.6 -0.3 0.069
C -2.97345 -4.20544 2.39235 1.6 -0.9 0.9 -0.126
O -3.34478 -3.87958 1.08824 -0.5 0.2 -1.5 -0.221
C -3.75369 -2.51207 0.87368 1.2 0.7 0.5 -0.194
C -4.31377 -2.13287 -0.49631 0.0 -0.1 0.3 -0.389
C -3.49548 -2.76112 -1.60300 -0.7 1.4 -1.7 -0.078
N -4.34638 -0.61946 -0.51813 0.6 -1.6 -1.0 0.052
H -2.52027 -3.34746 2.89730 0.4 -0.1 -0.1 0.066
H -2.27611 -5.14319 2.48094 -0.9 1.9 -0.8 0.127
H -3.79731 -4.48644 3.00106 -1.3 -0.2 0.4 0.065
H -4.51959 -2.22735 1.59317 0.2 0.0 0.5 0.112
H -2.83505 -1.80732 0.93508 -1.2 -1.1 0.5 0.116
H -5.34479 -2.50343 -0.68329 0.4 0.4 0.6 0.146
H -3.99391 -2.40018 -2.54629 0.6 -0.6 0.5 0.091
H -3.47655 -3.83660 -1.61683 -0.2 -0.4 0.3 0.075
H -2.48771 -2.38313 -1.66061 0.4 0.0 0.2 0.048
H -3.51489 -0.18512 -0.09046 -0.8 -0.4 0.1 0.061
H -5.21466 -0.29032 -0.14675 -0.1 0.4 0.4 0.065
C -1.74160 5.37554 2.60360 0.7 -0.9 -0.5 -0.113
O -1.93567 4.38500 1.59341 -1.2 0.6 0.6 -0.225
C -3.00985 4.88137 0.77742 -1.2 -1.1 -0.3 -0.185
C -3.38849 3.89117 -0.39667 0.4 0.2 1.9 -0.426
C -2.46891 4.20422 -1.56836 -0.7 -1.4 0.6 -0.043
N -4.80523 4.14272 -0.62198 -0.9 -0.2 2.0 0.029
H -1.13642 6.14804 2.15978 0.2 0.7 0.2 0.081
H -1.26960 4.92446 3.45077 1.0 -0.4 0.4 0.076
H -2.63385 5.76337 3.04643 -1.0 0.4 -0.3 0.080
H -3.96293 5.05242 1.40260 1.5 -0.2 -0.8 0.140
H -2.65487 5.80517 0.31345 -0.3 0.3 0.1 0.115
H -3.32442 2.86857 0.02363 0.7 0.3 -0.4 0.113
H -2.72077 3.60881 -2.43313 0.0 -0.1 -0.4 0.072
H -1.43270 4.03225 -1.31634 0.3 -0.2 0.2 0.071
H -2.59554 5.22774 -1.76496 -0.1 1.5 -0.7 0.058
H -5.14337 3.77625 -1.46465 -0.2 -0.5 -1.7 0.038
H -5.33215 3.57136 0.09789 0.9 1.1 -0.8 0.084
N -2.01879 -0.67207 -4.37712 1.9 -1.7 -2.4 0.153
C -1.21500 -0.43834 -3.30640 -1.9 1.3 0.7 -0.635
N -1.98590 -0.11207 -2.20591 1.8 0.3 1.4 0.155
O 0.00317 -0.38806 -3.39198 0.2 -0.7 0.5 0.010
H -2.98455 -0.60834 -4.25638 -1.5 -0.2 0.2 0.065
H -1.67334 -1.37200 -5.07698 -0.5 1.4 1.0 0.138
H -1.47752 -0.06568 -1.29116 -0.7 0.1 -1.1 0.087
H -3.01565 -0.11788 -2.13072 1.0 -0.3 -0.4 0.073
N -0.24741 1.71773 1.05156 1.1 1.3 0.3 0.211
C -0.03921 0.48514 0.63916 -0.6 1.4 0.1 -0.733
N 1.09681 0.15263 0.05223 -0.1 0.4 -0.3 0.252
O -0.96536 -0.30892 0.72054 -2.0 -2.7 0.1 -0.042
H -1.14498 1.90609 1.46540 0.1 0.3 -0.1 0.062
H 0.44093 2.40971 0.76612 -0.5 0.5 0.3 0.061
H 1.93512 0.63446 0.24442 1.1 0.4 0.1 0.086
H 1.07240 -0.81489 -0.09666 1.0 -1.7 -0.6 0.050
N -0.66268 -3.39349 0.37299 0.3 2.0 1.6 0.189
C 0.52440 -3.58898 -0.22938 -1.1 -2.1 -1.6 -0.662
N 0.49340 -4.86022 -0.72496 3.0 -1.5 -2.1 0.137
O 1.43618 -2.80711 -0.37743 0.6 0.6 0.5 0.023
H -1.56245 -3.70980 0.10149 -0.4 -1.0 -0.5 0.060
H -0.74455 -2.46499 0.70523 -0.1 1.3 0.5 0.050
H 1.27343 -5.27056 -1.36694 -2.3 1.3 1.8 0.161
H -0.38512 -5.31663 -0.59495 0.1 -0.7 -0.3 0.083
N 2.47017 1.97286 -4.93601 -0.8 -1.0 -0.3 0.174
C 2.14311 2.74724 -3.87359 1.1 -1.9 0.6 -0.655
N 1.75251 2.05629 -2.74492 -0.5 0.4 -0.4 0.174
O 2.43398 3.92721 -3.82144 -0.3 1.6 0.0 -0.002
H 2.66533 2.39540 -5.83657 -0.1 -0.1 0.5 0.112
H 2.11408 1.00988 -4.89967 0.5 0.5 -0.5 0.073
H 1.32076 1.13689 -2.73909 0.1 0.1 -0.5 0.064
H 1.39233 2.67292 -2.03620 0.0 0.0 0.5 0.050
N -2.66092 1.87989 3.02245 0.5 -0.8 2.0 0.163
C -3.90719 1.51511 2.60812 -2.4 0.4 -1.6 -0.633
N -4.27584 0.22443 2.83506 4.4 1.4 1.2 0.179
O -4.72130 2.21249 1.97532 1.2 0.3 0.5 -0.006
H -2.42977 2.87006 3.02065 -0.4 -0.2 -0.3 0.083
H -2.37185 1.34383 3.88779 -0.1 0.8 -1.5 0.117
H -5.16941 0.00510 2.62841 -3.1 -1.1 -0.6 0.059
H -3.58234 -0.32235 3.31128 -0.4 -0.8 0.2 0.064
N 2.86830 5.02539 -1.28402 -0.4 -0.3 -1.4 0.160
C 2.00070 4.71976 -0.28874 -0.5 -2.1 -0.5 -0.597
N 1.78562 5.71664 0.60781 -0.6 0.1 1.5 0.159
O 1.46793 3.55613 -0.24400 1.1 2.9 0.5 -0.065
H 3.01545 6.00229 -1.52866 0.0 -0.3 0.4 0.108
H 2.69596 4.46936 -2.16556 0.4 0.5 0.6 0.068
H 2.27239 6.59886 0.57556 0.2 -0.3 -0.4 0.101
H 1.41359 5.51215 1.53449 0.0 -0.3 -0.7 0.108
C 3.12854 -2.09643 -3.41262 1.4 0.9 1.1 -0.079
C 2.79763 -2.28138 -4.83136 1.8 0.1 -2.4 -0.495
C 2.17620 -3.65871 -5.15414 -0.1 1.2 -1.7 -0.048
O 2.06089 -1.09739 -5.25786 -1.2 -1.8 0.6 -0.096
H 3.54276 -1.04014 -3.29389 -0.8 -1.3 0.1 0.104
H 3.90612 -2.77103 -3.00932 -0.4 0.1 -0.4 0.077
H 2.21427 -2.27071 -2.86086 -0.2 0.4 0.7 0.064
H 3.70777 -2.21568 -5.46598 -0.3 0.0 0.4 0.139
H 1.73981 -3.62434 -6.19440 0.5 -0.2 1.0 0.094
H 1.39022 -3.79248 -4.46714 -1.3 -0.5 0.9 0.041
H 2.85953 -4.51723 -5.07246 0.0 0.6 0.0 0.083
H 1.24292 -1.16799 -4.71012 0.3 0.7 -0.4 0.047
```
Positions in Å, forces in eV/Å.

Results
DFT total energy	-73525.4755	eV
Kohn-Sham gap	9.274	eV

# 4
Density functional theory data (ωB97M-V/def2-TZVPD) for 2 unconnected molecules or ions with the total composition C2N6O2.

```
10
Properties=species:S:1:pos:R:3:forces:R:3:lowdin_charge:R:1
C 1.52821 -0.04934 -0.03729 -2.3 -0.9 0.1 -0.188
C 0.20101 -0.63722 -0.23762 2.5 1.2 2.4 -0.259
N 2.52860 0.47987 0.10566 0.9 0.3 0.1 0.185
N 0.01982 -1.10589 -1.40170 -1.5 -3.0 -5.0 0.015
N -0.54738 1.87280 -0.15121 -0.4 1.8 1.0 0.056
N -0.06349 -1.58860 -2.44799 0.1 1.9 3.6 0.320
N -0.64660 2.60638 0.66070 0.1 -0.9 -1.1 0.115
N -0.75921 -0.56166 0.87129 -1.2 -0.4 -0.1 -0.403
O -0.31918 -0.20615 1.92968 1.1 0.2 0.3 0.083
O -1.94177 -0.81020 0.70846 0.5 -0.3 -1.2 0.076
```
Positions in Å, forces in eV/Å.

Results
DFT total energy	-15104.3758	eV
Kohn-Sham gap	9.068	eV

The lowest DFT total energy belongs to which entry?
C39H28OP2PmS5